Density functional theory data (wB97M-V/def2-TZVPD) for the molecule C8H7FINO.

```
19
Properties=species:S:1:pos:R:3:forces:R:3:nbo_charge:R:1
C -0.2029 0.6240 1.3201 2.2 0.1 -0.3 -0.236
C 1.1907 0.9814 1.6326 -2.7 -0.5 0.0 -0.263
C 0.5657 -0.1960 -0.8490 1.5 1.0 0.5 -0.248
C -0.4836 0.1036 0.0588 0.2 -0.5 0.2 -0.006
C 1.9700 0.1077 -0.5821 -2.2 -0.6 0.1 0.095
C 2.1484 0.6622 0.7020 0.9 0.7 -0.4 0.290
C 4.3542 0.8481 -0.0748 -1.9 -2.6 -3.5 0.680
C -1.9402 -0.2869 -0.2786 0.3 1.8 0.3 -0.626
N 3.1441 -0.1733 -1.2963 0.8 1.9 2.1 -0.685
O 3.5387 1.0389 0.9207 -0.5 0.2 0.5 -0.537
F 4.7401 1.9325 -0.7638 -0.2 -0.1 0.7 -0.332
I 5.9371 -0.5798 0.0368 -0.1 0.5 0.4 0.157
H -1.0340 0.6566 2.0326 0.6 0.5 0.0 0.218
H 1.3552 1.5183 2.5783 0.4 -0.5 -0.6 0.241
H 0.2812 -0.5897 -1.8018 0.1 -0.3 -0.5 0.211
H -2.0561 -0.2593 -1.3641 -0.3 -0.1 0.2 0.217
H -2.1385 -1.2565 0.1088 -0.2 -1.0 0.1 0.220
H -2.7129 0.3945 0.2171 1.2 -0.7 -0.8 0.217
H 3.2247 0.1094 -2.2893 -0.3 0.1 1.0 0.386
```
Forces are in eV/Å.

Molecular weight   279.052 g/mol
Frontier orbital gap   0.304 hartree
Energy above the lowest of the compared OMol25 structures with the same formula, charge and spin   146.6 kJ/mol
Spin multiplicity   1

=====

Density functional theory data (wB97M-V/def2-TZVPD) for a structure of composition C8H7MgN4OSe4.

```
25
Properties=species:S:1:pos:R:3:forces:R:3:nbo_charge:R:1
Mg -3.9748 -12.6772 7.1404 0.7 1.0 0.5 1.634
Se -5.8963 -11.4624 8.4850 -0.2 -0.4 -0.6 -0.780
Se -4.7877 -10.6286 10.3385 0.1 -0.3 0.5 -0.105
Se -2.4622 -10.8060 9.9820 0.0 0.9 -0.2 -0.066
Se -1.9246 -12.7756 8.9476 -0.5 -1.0 -0.5 -0.755
O -3.4854 -13.5698 5.1652 -0.3 -0.8 0.0 -0.778
C -3.5908 -15.0026 5.0449 1.3 0.2 0.5 -0.097
C -4.3805 -15.5907 6.1937 0.1 0.9 1.2 0.208
C -4.7054 -16.9625 6.1770 0.8 0.7 -1.5 -0.254
C -5.3894 -17.4892 7.2263 0.2 -0.4 -0.3 -0.146
C -5.7859 -16.6113 8.2009 -1.9 -1.3 2.7 -0.276
C -5.4025 -15.3408 8.2570 1.1 4.2 -1.6 0.058
N -4.6541 -14.7756 7.2399 -0.4 -1.8 -0.8 -0.541
H -2.8406 -13.1064 4.5813 -0.6 -0.7 0.7 0.534
H -2.5764 -15.4631 5.1090 -0.5 0.3 -0.2 0.198
H -4.0611 -15.3381 4.1294 -0.1 0.3 -0.5 0.187
H -4.4113 -17.5323 5.2757 -0.2 0.2 0.8 0.218
H -5.5854 -18.5425 7.3035 -0.3 -0.2 -0.1 0.222
H -6.4787 -16.8562 9.0229 0.5 -0.6 -0.5 0.229
H -5.7578 -14.5384 8.9410 0.3 -1.0 0.0 0.264
N -0.8347 -7.8194 8.1321 -1.2 -1.0 -1.3 -0.503
C -1.5602 -8.3522 7.3719 1.3 1.0 1.2 0.465
N -2.3805 -8.7599 6.4354 -0.2 0.6 -0.6 -0.700
C -2.8593 -9.9017 6.2029 -0.2 -1.7 1.0 0.632
N -3.3273 -10.9775 6.0346 0.4 0.9 -0.4 -0.848
```
Forces are in eV/Å.

Molecular weight   515.316 g/mol
Frontier orbital gap   0.182 hartree
Energy above the lowest of the compared OMol25 structures with the same formula, charge and spin   0.0 kJ/mol
Total charge   -1
Spin multiplicity   1

=====

Density functional theory data (wB97M-V/def2-TZVPD) for a structure of composition C8H7N2O5SW.

```
24
Properties=species:S:1:pos:R:3:forces:R:3:mulliken_spin:R:1
O -3.4745 -4.6417 -2.7967 1.1 2.6 -0.1 0.000
C -3.0307 -3.5901 -2.8160 -1.0 -2.5 0.2 0.000
W -0.4168 0.5803 -1.9277 -2.4 3.0 3.0 2.136
O -0.9108 -1.8244 0.1551 0.4 3.9 -3.9 0.116
C -0.7870 -0.9800 -0.6366 -0.8 -5.7 5.1 -0.017
C -0.5599 1.8526 -3.5503 -0.3 3.3 -8.3 -0.144
O -0.6219 2.3090 -4.6275 0.3 -2.2 6.1 0.177
C -2.3248 1.1895 -0.7331 -4.7 2.5 3.8 -0.004
O -3.1097 1.5541 0.0535 4.4 -2.2 -4.5 0.048
C 1.0925 -0.6663 -2.1789 7.0 -5.1 -1.9 0.015
O 2.0036 -1.3944 -2.2643 -4.5 3.4 0.5 0.151
H -0.9857 -0.5668 -3.0568 0.2 -0.4 -0.3 -0.013
S 0.8894 2.1233 -0.5321 -0.4 -0.9 -0.8 -0.476
C 0.9195 1.0761 0.8778 1.0 -0.4 2.3 0.027
N 0.2099 1.3604 1.9792 -0.7 0.0 -2.1 -0.016
C 0.6563 0.5375 3.1027 -0.6 0.2 0.9 0.000
C 1.8267 -0.2329 2.5394 0.7 -0.7 0.5 -0.001
N 1.8696 0.1625 1.1430 -1.2 0.8 -1.9 0.005
H -0.7537 1.7115 1.8865 0.9 0.3 0.5 0.001
H -0.1646 -0.0966 3.4277 -0.1 0.0 0.2 -0.003
H 0.9631 1.1904 3.9159 -0.1 0.0 0.1 -0.001
H 1.7002 -1.3070 2.6098 0.1 -0.2 0.1 -0.001
H 2.7487 0.0685 3.0275 0.2 -0.2 0.0 0.000
H 2.2605 -0.4156 0.4018 0.6 0.5 0.4 -0.001
```
Forces are in eV/Å.

Molecular weight   427.060 g/mol
Frontier orbital gap (spin up / spin down)   0.173 / 0.175 hartree
Expectation value of S²   2.268
Total charge   +3
Spin multiplicity   3

=====

Density functional theory data (wB97M-V/def2-TZVPD) for a structure of composition C8H7N3.

```
18
Properties=species:S:1:pos:R:3:forces:R:3:nbo_charge:R:1
C 2.4704 1.0598 0.1421 3.7 5.1 2.3 -0.168
C 3.0671 -0.1321 -0.0958 -1.7 -2.4 -0.7 -0.271
C 2.1521 -1.2130 -0.3007 1.2 4.4 0.8 0.055
C 0.3342 0.0348 -0.1619 1.2 5.0 1.7 0.154
C 1.1316 1.1959 0.1381 -4.7 2.0 0.2 -0.233
C -1.0742 0.1740 -0.0854 -2.1 -4.7 0.8 0.308
C -3.1891 -0.5828 0.1592 -0.7 -6.3 1.6 -0.057
C -3.1220 0.6307 -0.3545 -1.3 1.1 0.8 -0.127
H 3.2845 2.0412 0.5498 -2.9 -2.9 -1.5 0.209
H 4.1333 -0.2899 -0.1369 0.0 0.0 0.1 0.228
H 2.6454 -2.0432 -0.5303 1.1 -4.2 -0.7 0.179
H 0.3755 2.1838 0.4281 3.0 -2.7 -1.0 0.260
H -1.3769 -1.9663 0.6494 -1.7 3.6 -1.5 0.453
H -4.1119 -1.4242 0.4684 3.1 3.0 -1.1 0.232
H -3.8440 1.3540 -0.4566 -2.1 1.0 -0.6 0.205
N 0.8345 -1.1197 -0.2698 1.3 -3.6 -1.0 -0.426
N -1.8231 -0.9887 0.2590 0.5 -1.6 1.2 -0.562
N -1.8876 1.0855 -0.4023 2.0 3.2 -1.5 -0.438
```
Forces are in eV/Å.

Molecular weight   145.165 g/mol
Frontier orbital gap   0.335 hartree
Energy above the lowest of the compared OMol25 structures with the same formula, charge and spin   322.6 kJ/mol
Spin multiplicity   1

=====

Density functional theory data (wB97M-V/def2-TZVPD) for the molecule C8H7N3.

```
18
Properties=species:S:1:pos:R:3:forces:R:3:nbo_charge:R:1
N 0.0665 0.9192 -3.3179 -0.6 1.6 -0.3 -0.807
C 0.2542 0.4475 -2.0037 -0.4 1.0 0.5 0.184
C 1.2465 -0.5228 -1.7233 -0.9 0.3 1.9 -0.245
C 1.3994 -1.0348 -0.4093 1.3 1.6 -1.6 -0.170
C 0.5868 -0.5276 0.6054 -2.1 -0.3 1.5 0.059
N 0.6467 -1.0654 1.8978 -1.4 1.2 1.1 -0.356
C -0.3048 -0.7079 2.7925 1.9 -0.7 -1.7 -0.023
C -1.4365 0.1057 2.3589 -0.5 -0.6 2.6 0.035
N -1.5209 0.6887 1.2124 1.3 -0.3 -0.8 -0.381
C -0.4528 0.4313 0.2889 -0.7 -1.4 2.6 0.116
C -0.5275 0.9601 -0.9549 -0.8 1.3 -2.9 -0.245
H -0.3711 1.8815 -3.5347 0.9 -2.3 1.2 0.393
H 0.8783 0.8047 -3.8969 0.1 -0.1 -0.2 0.374
H 1.9150 -0.7116 -2.5201 0.7 -0.7 -0.5 0.208
H 2.3506 -1.5228 -0.1355 -0.9 -0.3 -0.2 0.234
H -0.1549 -1.0925 3.8592 -0.5 0.6 -1.7 0.210
H -2.2869 0.1625 3.1825 1.5 0.3 -2.1 0.191
H -1.2693 1.7714 -1.2283 0.8 -1.2 0.7 0.221
```
Forces are in eV/Å.

Molecular weight   145.165 g/mol
Frontier orbital gap   0.296 hartree
Energy above the lowest of the compared OMol25 structures with the same formula, charge and spin   102.5 kJ/mol
Spin multiplicity   1

=====

Density functional theory data (wB97M-V/def2-TZVPD) for the molecule C8H7N3O.

```
19
Properties=species:S:1:pos:R:3:forces:R:3:nbo_charge:R:1
C -0.0891 -3.2914 -0.7686 -2.4 -0.2 -1.1 -0.412
N -0.1528 -1.8667 -0.5694 0.2 2.0 -1.2 -0.272
N -0.7475 -1.1947 -1.6379 0.3 -0.8 0.0 0.043
N -0.7839 0.0466 -1.7138 -0.2 -0.6 -0.7 -0.196
C -0.2381 0.8412 -0.7416 -0.5 -1.0 3.1 0.092
C -0.6403 2.1701 -0.7039 1.2 -0.2 -1.0 -0.191
C -0.1965 2.9987 0.2711 -0.8 1.1 1.5 -0.189
C 0.5011 2.4955 1.3999 -0.3 -1.5 -1.9 -0.193
C 0.7850 1.1247 1.4864 -0.9 0.5 -1.1 -0.158
C 0.3222 0.2684 0.4367 0.8 0.7 -0.3 -0.142
C 0.4335 -1.2130 0.5142 -0.9 1.0 -1.2 0.634
O 0.8847 -1.8369 1.4221 1.0 -0.9 1.5 -0.584
H 0.8624 -3.7314 -0.7850 1.6 -0.1 0.4 0.217
H -0.7200 -3.7574 -0.0250 0.0 -0.4 0.3 0.213
H -0.5351 -3.5105 -1.7781 0.3 0.4 1.0 0.232
H -1.1936 2.5112 -1.5403 -0.6 0.4 -0.6 0.229
H -0.5921 4.0416 0.2532 0.8 -0.8 0.1 0.222
H 0.7994 3.1764 2.1350 0.5 0.7 1.1 0.217
H 1.3006 0.7274 2.3450 0.0 -0.2 0.1 0.238
```
Forces are in eV/Å.

Molecular weight   161.164 g/mol
Frontier orbital gap   0.337 hartree
Energy above the lowest of the compared OMol25 structures with the same formula, charge and spin   211.9 kJ/mol
Spin multiplicity   1

=====

Density functional theory data (wB97M-V/def2-TZVPD) for a cluster of 3 separate species, C8H7NO3S in total.

```
20
Properties=species:S:1:pos:R:3:forces:R:3:nbo_charge:R:1
C 0.9442 -0.9738 -2.3401 0.3 0.0 0.3 -0.247
C 1.0627 0.3768 -2.5888 -0.5 0.9 3.4 -0.182
C 0.5570 -1.4403 -1.0929 -3.1 -2.4 -0.4 -0.181
C 0.7003 1.2373 -1.5173 -0.7 -0.4 -1.0 -0.229
C -0.0235 -0.6611 -0.0734 3.2 1.1 -1.7 -0.263
C 0.1585 0.7177 -0.3199 0.1 -0.1 -0.9 -0.189
C 2.3648 0.8459 2.1660 0.5 1.3 -1.0 1.025
C -2.3050 0.0775 2.6169 0.8 0.6 0.7 0.196
N -2.8820 -0.4530 1.7663 -1.1 -0.6 0.1 -0.211
O 2.0519 -0.0055 2.8504 -0.8 -2.1 1.6 -0.516
O 2.6757 1.7138 1.4809 0.7 0.7 -0.6 -0.508
O -3.7472 -1.1689 1.0816 -0.7 -0.5 -0.6 -0.472
S -0.2711 1.9810 0.7459 -0.8 0.5 1.9 0.060
H 1.1943 -1.7107 -3.0649 0.3 -0.3 -0.6 0.213
H 1.5974 0.8273 -3.3607 0.4 0.3 -1.7 0.216
H 0.2490 -2.5459 -1.0888 1.2 1.4 0.4 0.208
H 0.6856 2.3546 -1.6409 0.4 -1.3 0.1 0.219
H -0.0559 -1.0880 0.9062 -1.0 0.0 0.5 0.230
H -0.3887 1.1946 1.8585 -0.1 0.6 -0.5 0.134
H -4.5682 -1.2793 1.6149 0.8 0.3 -0.1 0.497
```
Forces are in eV/Å.

Molecular weight   197.215 g/mol
Frontier orbital gap   0.298 hartree
Energy above the lowest of the compared OMol25 structures with the same formula, charge and spin   253.5 kJ/mol
Spin multiplicity   1

=====

Density functional theory data (wB97M-V/def2-TZVPD) for a cluster of 2 separate species, C8H7O3P in total.

```
19
Properties=species:S:1:pos:R:3:forces:R:3:nbo_charge:R:1
C -3.0507 3.0180 -0.4084 -0.8 0.3 -0.1 -0.386
C -2.0190 2.4540 -0.1972 4.1 -1.4 0.6 -0.338
C -0.1383 -2.9455 0.2347 -0.1 0.0 0.0 -0.168
C -1.1953 -2.0845 -0.0197 0.1 -0.1 0.0 -0.204
C 1.1370 -2.4525 0.4664 0.1 0.1 0.0 -0.208
C -0.9748 -0.7172 -0.0509 -0.3 0.0 -0.1 -0.196
C 1.3660 -1.0874 0.4388 0.4 -0.2 0.1 -0.199
C 0.3009 -0.2469 0.1704 -0.5 1.1 0.0 -0.358
O 1.4409 2.1075 1.2444 -0.5 0.3 0.2 -1.031
O 2.4357 2.7167 -1.1575 0.6 0.8 0.1 -0.384
O 1.4394 1.7347 -1.2404 -1.2 -0.6 0.5 -0.522
P 0.6357 1.5333 0.1630 -1.3 -0.2 -0.9 2.118
H -3.9941 3.4590 -0.5688 -0.4 0.2 -0.1 0.224
H -0.3111 -4.0106 0.2542 0.0 -0.1 0.0 0.222
H -2.1853 -2.4776 -0.1927 -0.1 0.0 0.0 0.227
H 1.9524 -3.1304 0.6696 0.1 0.0 0.0 0.226
H -1.7720 -0.0090 -0.2412 -0.1 0.0 0.0 0.265
H 2.3495 -0.6789 0.6244 0.1 -0.1 0.0 0.232
H 2.5830 2.8172 -0.1892 0.0 0.0 -0.2 0.480
```
Forces are in eV/Å.

Molecular weight   182.115 g/mol
Frontier orbital gap (spin up / spin down)   0.297 / 0.297 hartree
Energy above the lowest of the compared OMol25 structures with the same formula, charge and spin   441.7 kJ/mol
Spin multiplicity   1

=====

Density functional theory data (wB97M-V/def2-TZVPD) for the molecule C8H8.

```
16
Properties=species:S:1:pos:R:3:forces:R:3:lowdin_charge:R:1
C -2.1742 0.8953 0.4271 0.8 -4.8 -1.8 0.028
C -2.1315 -0.5655 0.7639 0.4 1.4 -4.1 -0.082
C -1.2606 0.2977 -0.4495 0.3 -2.2 -0.4 -0.247
C -1.8182 -1.1545 -0.6041 0.5 2.3 2.5 0.114
C 0.2852 0.2683 -0.8173 0.6 -0.7 -0.6 -0.327
C 0.7404 -0.9959 -0.2286 -2.1 0.2 0.0 -0.070
C 1.1085 1.4926 -0.4188 1.1 0.6 -0.8 -0.067
C 1.4432 -1.9546 0.2956 0.5 2.0 -0.2 -0.008
H -2.2097 1.6703 1.0503 -0.1 3.2 2.1 0.040
H 0.4300 0.0097 -1.9274 -0.8 0.9 1.3 0.173
H 2.2051 1.3575 -0.2981 -0.6 -0.7 -0.5 0.086
H 0.8724 1.8634 0.5587 -0.8 0.4 0.4 0.067
H 1.0460 2.2700 -1.2047 -0.4 -0.1 0.6 0.084
H 2.5053 -1.7027 0.4325 -0.1 -0.9 0.2 0.066
H 0.8953 -2.7683 0.7015 0.3 -1.1 0.3 0.047
H -1.9371 -0.9834 1.7188 0.3 -0.3 0.8 0.095
```
Forces are in eV/Å.

Molecular weight   104.152 g/mol
Frontier orbital gap (spin up / spin down)   0.280 / 0.298 hartree
Energy above the lowest of the compared OMol25 structures with the same formula, charge and spin   888.8 kJ/mol
Spin multiplicity   1

=====

Density functional theory data (wB97M-V/def2-TZVPD) for the molecule C8H8.

```
16
Properties=species:S:1:pos:R:3:forces:R:3:nbo_charge:R:1
C -0.6224 0.5321 -2.9007 -0.5 1.0 -0.3 -0.219
C -0.4322 0.8941 -1.7712 0.1 -0.9 -0.6 -0.014
C 0.1931 0.8275 -0.5014 -1.4 0.0 4.5 -0.343
C 1.4033 -0.0520 -0.5323 1.2 0.3 1.1 -0.189
C 1.5387 -0.9574 0.4644 -1.3 2.0 -2.1 -0.161
C 0.2607 -1.0750 1.2705 0.9 -3.7 -2.6 -0.486
C -0.6800 -0.0363 0.7740 3.1 0.8 -2.3 0.054
C -1.7125 0.4859 1.3340 -3.8 1.2 2.2 -0.401
H -0.8576 0.5587 -3.9264 -0.2 -0.3 -0.5 0.229
H 0.3515 1.8919 -0.0083 -0.1 -2.1 -1.1 0.245
H 2.1389 0.2370 -1.2780 0.2 -0.5 0.1 0.214
H 2.3857 -1.6008 0.5485 0.3 -0.4 0.3 0.215
H 0.0592 -2.2626 1.1095 -0.6 2.7 0.4 0.221
H 0.5185 -0.9895 2.2579 0.1 0.3 2.8 0.225
H -2.2649 1.2848 0.8332 0.4 0.1 0.0 0.201
H -2.2802 0.2618 2.3265 1.5 -0.4 -1.8 0.209
```
Forces are in eV/Å.

Molecular weight   104.152 g/mol
Frontier orbital gap   0.372 hartree
Energy above the lowest of the compared OMol25 structures with the same formula, charge and spin   403.2 kJ/mol
Spin multiplicity   1